DFT (ωB97M-V/def2-TZVPD) results for a molecular structure, C3H3Br2ClO.

```
! RIJCOSX wB97M-V def2-TZVPD def2/J DEFGRID3
* xyz 0 1
C -0.166 1.011 0.680
C -0.153 -0.086 -0.250
C -0.173 1.224 -2.216
O -1.158 1.578 1.034
Cl 1.529 1.313 -2.575
Br -0.941 2.880 -1.560
Br -1.266 0.384 -3.498
H 0.832 1.281 1.124
H 0.744 -0.388 -0.425
H -1.196 -0.549 -0.422
*
```

Computed properties:
Orbital gap in eV: 7.867
Max |F| in eV/Å: 8.189
E_LUMO in eV: -1.375
Energy relative to the best compared isomer or geometry (same formula, charge and spin) in kcal per mole: 88.5

The net atomic charges from Mulliken, expressed in e, are: number 1, C, carries 0.132; number 2, C, carries -0.845; number 3, C, carries 0.002; number 4, O, carries -0.437; number 5, Cl, carries -0.072; number 6, Br, carries 0.029; number 7, Br, carries 0.018; number 8, H, carries 0.304; number 9, H, carries 0.552; number 10, H, carries 0.317